C52H42N2O3P3ReS4 | ωB97M-V with the def2-TZVPD basis set

The multiplicity is 2. As for the expectation value of S²: 0.81. The molar mass comes out at 1150.32 g mol⁻¹. The calculation puts the energy above the lowest of the compared OMol25 structures with the same formula, charge and spin at 1.2 kcal per mole. The value obtained for the electronic energy is -5037.2752 a.u. As for the charge: -1.

The geometry in XYZ format:
```
107
C52H42N2O3P3ReS4 | the Open Molecules 2025 dataset | ωB97M-V with the def2-TZVPD basis set
Re 1.219 0.851 1.043
S -0.702 2.319 0.433
S 2.443 -3.196 -0.028
S -2.067 5.249 -0.418
S 0.456 -1.577 3.947
P -1.323 3.562 -1.075
P -0.511 -1.605 2.244
P 0.884 -2.110 -0.487
O 0.526 1.694 2.756
O 2.661 0.471 -0.378
O 4.096 -0.273 -2.680
N 2.724 0.606 2.396
N 2.542 1.144 3.675
C -2.830 -4.981 1.826
C -1.741 -2.551 -1.363
C 2.191 3.969 -3.201
C 1.438 3.106 7.241
C 1.787 2.366 6.123
C 0.352 -0.933 0.767
C -2.440 1.269 -2.257
C 4.541 -0.534 -1.414
C 5.704 -1.256 -1.309
C 1.332 -1.774 -4.502
C 0.942 -0.475 -4.809
C -3.883 0.557 1.321
C -1.074 -3.343 2.054
C -3.762 3.266 -2.425
C -0.600 -5.684 2.385
C -4.075 -0.178 3.604
C -0.122 3.247 4.948
C -2.641 -0.061 1.235
C -2.402 -3.661 1.781
C 1.778 4.750 -4.267
C -2.110 -0.733 2.327
C -0.054 3.919 -2.340
C -3.399 0.564 -2.968
C 3.818 -0.138 -0.254
C 1.275 3.534 -2.244
C -2.605 2.625 -1.992
C -2.833 -0.786 3.518
C -1.931 -5.993 2.130
C 1.371 1.682 3.751
C 0.442 5.121 -4.377
C 4.410 -0.437 0.991
C -2.787 -3.307 -1.864
C -4.545 1.213 -3.413
C -4.600 0.495 2.504
C 3.993 1.107 -2.992
C 5.610 -1.172 1.067
C 1.010 2.440 4.970
C 1.349 -2.197 -3.185
C -0.422 -4.538 -1.078
C -0.462 4.723 -3.409
C 0.991 -1.330 -2.152
C 6.245 -1.601 -0.064
C -0.175 -4.365 2.358
C -0.554 -3.163 -0.959
C -0.465 3.991 6.069
C 0.314 3.925 7.215
C -1.467 -5.296 -1.594
C 0.591 0.394 -3.789
C -4.726 2.561 -3.137
C 0.628 -0.031 -2.465
C 3.856 0.002 2.223
C -2.649 -4.685 -1.985
H -3.109 -2.875 1.545
H 2.655 1.720 6.130
H 0.914 -0.142 -5.839
H 6.004 -1.415 2.048
H -3.903 4.311 -2.179
H -2.069 -0.006 0.320
H 4.450 -0.127 3.123
H -1.559 0.763 -1.894
H -3.867 -5.218 1.619
H 1.616 -2.458 -5.292
H 0.114 5.742 -5.202
H 0.106 -6.471 2.622
H -3.252 -0.491 -3.168
H -5.623 3.067 -3.471
H -1.356 -6.370 -1.682
H 3.235 3.704 -3.108
H -5.296 0.666 -3.970
H 2.041 3.040 8.138
H 3.278 1.600 -2.342
H -2.269 -7.023 2.170
H 0.509 -5.001 -0.773
H 4.974 1.592 -2.900
H -5.566 0.980 2.577
H -4.633 -0.220 4.531
H -0.723 3.283 4.048
H -1.839 -1.474 -1.295
H 1.647 -3.213 -2.946
H 2.496 5.075 -5.011
H 3.651 1.173 -4.022
H 0.358 0.658 -1.677
H -1.345 4.621 6.043
H -2.403 -1.293 4.373
H 0.296 1.412 -4.017
H 1.599 2.917 -1.414
H 0.851 -4.114 2.589
H 0.048 4.509 8.087
H 7.158 -2.180 -0.005
H -3.706 -2.822 -2.172
H 6.187 -1.552 -2.232
H -3.464 -5.278 -2.382
H -4.272 1.103 0.469
H -1.495 5.047 -3.459
```

Atomic partial charges in e from the Löwdin method, atoms 1 to 5: number 1, Re, carries 1.245; number 2, S, carries 0.368; number 3, S, carries 0.334; number 4, S, carries 0.187; number 5, S, carries 0.296